# 1
16
Properties=species:S:1:pos:R:3 method="wB97M-V/def2-TZVPD" fmax_ha_per_bohr=0.034 e_above_lowest_kj_mol=777.8 gap_ha=0.1824 homo_ev=-7.26 total_energy_ev=-7282.558 lumo_ev=-2.3
C 1.203 0.156 -0.645
C 0.235 1.300 -0.370
C -0.982 0.579 0.004
C -2.235 0.672 -0.546
N -3.243 0.161 0.180
N 1.748 -0.650 0.291
H 3.158 -3.285 0.342
H 1.915 0.423 -1.442
H 0.130 1.924 -1.249
H 0.611 1.944 0.442
H -0.804 -0.103 0.861
H 3.371 -2.978 0.976
H -3.099 0.069 1.188
H -4.174 0.508 0.001
H 1.652 -0.171 1.192
H 0.515 -0.549 -1.224

=====

# 2
16
Properties=species:S:1:pos:R:3 method="wB97M-V/def2-TZVPD" fmax_ha_per_bohr=0.055 e_above_lowest_kj_mol=225.3 gap_ha=0.3397 homo_ev=-8.17 total_energy_ev=-7288.284 lumo_ev=1.1
C 0.619 -1.294 -0.227
C 2.127 0.784 -0.100
C -2.234 -0.126 0.067
N 0.908 -0.017 0.403
C -1.250 0.958 0.433
N 0.021 0.967 0.530
H -1.686 1.916 0.688
H -0.181 -1.796 0.324
H 1.536 -1.889 -0.193
H 0.309 -1.209 -1.279
H 3.006 0.186 0.143
H 2.138 0.986 -1.181
H 2.189 1.700 0.473
H -2.060 -0.486 -0.936
H -3.248 0.290 0.101
H -2.194 -0.972 0.755

=====

# 3
16
Properties=species:S:1:pos:R:3 method="wB97M-V/def2-TZVPD" smiles=CC1(N)CNC1 fmax_ha_per_bohr=0.114 e_above_lowest_kj_mol=203.6 gap_ha=0.3698 homo_ev=-9.02 total_energy_ev=-7288.509 lumo_ev=1.0
C -0.923 1.189 -0.286
C -0.311 -0.118 0.122
C 0.832 0.103 1.122
C 0.839 -0.564 -0.841
H -0.287 1.963 -0.738
H -1.709 0.950 -1.044
H -1.472 1.642 0.579
H -1.556 -1.537 -0.638
H -2.212 -0.615 0.742
H 0.747 0.983 1.800
H 1.034 -0.863 1.668
H 2.689 -0.338 0.080
H 1.029 -1.632 -0.954
H 0.735 -0.255 -1.936
N -1.248 -1.107 0.369
N 1.814 0.199 -0.045

=====

# 4
17
Properties=species:S:1:pos:R:3 method="wB97M-V/def2-TZVPD" total_charge=-1 multiplicity=2 fmax_ha_per_bohr=0.025 e_above_lowest_kj_mol=0.0 gap_ha="0.1095 / 0.3532" homo_ev="1.07 / -5.69" total_energy_ev=-9336.841 lumo_ev="4.0 / 3.9"
O -1.824 -0.225 1.238
C -0.757 0.089 0.729
N 0.012 -0.832 0.075
C 0.779 -0.694 -1.161
N 0.413 -1.811 -2.021
C -0.266 1.525 0.642
C 1.190 1.718 1.041
H -0.368 -1.756 0.225
H 1.839 -0.852 -0.935
H 0.541 0.249 -1.652
H 0.954 -1.742 -2.886
H -0.560 -1.728 -2.307
H -0.310 1.689 -0.452
H -1.002 2.173 1.108
H 1.349 1.580 2.101
H 1.519 2.719 0.727
H 1.797 1.101 0.379

=====

# 5
17
Properties=species:S:1:pos:R:3 method="wB97M-V/def2-TZVPD" smiles="CN(C)C.N=C=O" fmax_ha_per_bohr=0.066 e_above_lowest_kj_mol=285.3 gap_ha=0.3660 homo_ev=-9.05 total_energy_ev=-9336.030 lumo_ev=0.9
C -1.186 0.559 1.042
N -1.701 -1.024 -1.124
C -0.577 -0.881 -1.577
O 0.295 -0.929 -2.371
N 0.245 0.170 0.138
C 1.033 1.338 -0.251
C 1.076 -0.833 0.795
H -0.726 0.710 2.004
H -1.546 1.485 0.615
H -2.028 -0.132 1.182
H -2.348 -1.560 -1.679
H 1.481 1.834 0.623
H 0.385 2.046 -0.773
H 1.837 1.044 -0.942
H 0.452 -1.696 1.046
H 1.875 -1.166 0.115
H 1.533 -0.444 1.717

=====

# 6
17
Properties=species:S:1:pos:R:3 method="wB97M-V/def2-TZVPD" smiles="C[C@H](CN)NC=O" fmax_ha_per_bohr=0.038 e_above_lowest_kj_mol=123.8 gap_ha=0.3724 homo_ev=-9.21 total_energy_ev=-9337.705 lumo_ev=0.9
C 1.286 0.192 -1.699
N 0.734 0.853 -0.636
C 1.155 -0.930 1.118
C 0.293 0.247 0.606
C -1.189 -0.193 0.494
N -1.962 0.816 -0.196
O 1.489 -1.003 -1.787
H 1.309 0.786 -2.629
H 0.311 1.686 -1.017
H 0.713 -1.208 2.060
H 1.029 -1.807 0.471
H 2.221 -0.818 1.269
H 0.409 1.008 1.365
H -1.595 -0.338 1.532
H -1.218 -1.116 -0.110
H -2.240 0.616 -1.143
H -2.746 1.208 0.301

=====

# 7
17
Properties=species:S:1:pos:R:3 method="wB97M-V/def2-TZVPD" smiles="CN(C)C(=O)CN" fmax_ha_per_bohr=0.023 e_above_lowest_kj_mol=123.3 gap_ha=0.3629 homo_ev=-9.08 total_energy_ev=-9337.709 lumo_ev=0.8
N 0.475 2.255 0.345
C 1.303 1.078 0.072
C 0.705 -0.167 0.703
N -0.183 -0.877 -0.064
C -0.792 -2.032 0.597
C -0.929 -0.252 -1.128
O 1.012 -0.535 1.819
H -0.170 2.469 -0.401
H 1.063 3.067 0.473
H 2.267 1.229 0.540
H 1.456 0.916 -1.000
H 0.018 -2.643 0.974
H -1.316 -1.703 1.493
H -1.483 -2.502 -0.083
H -0.300 0.169 -1.914
H -1.602 0.533 -0.790
H -1.524 -1.006 -1.634

=====

# 8
17
Properties=species:S:1:pos:R:3 method="wB97M-V/def2-TZVPD" smiles="C[C@@H](C=O)NCN" fmax_ha_per_bohr=0.062 e_above_lowest_kj_mol=301.1 gap_ha=0.3584 homo_ev=-8.92 total_energy_ev=-9335.867 lumo_ev=0.8
O 1.957 0.733 0.632
C 0.837 1.142 0.817
C -0.296 0.165 0.911
C -0.071 -0.597 2.222
N -0.281 -0.702 -0.277
C -0.940 0.050 -1.342
N -1.034 -0.610 -2.708
H 0.786 2.277 0.612
H -1.234 0.642 0.971
H 0.909 -1.050 2.187
H -0.242 0.228 2.887
H -0.841 -1.390 2.358
H 0.662 -1.099 -0.464
H -0.361 1.098 -1.357
H -1.927 0.327 -1.078
H -0.125 -0.598 -3.070
H -1.253 -1.678 -2.854